1.
48
Properties=species:S:1:pos:R:3:forces:R:3:lowdin_charge:R:1 method="wB97M-V/def2-TZVPD" total_energy_ev=-23263.04187 e_above_lowest_kj_mol=0.0 e_lumo_ev=0.37 homo_lumo_gap_ev=8.4226
N -0.065 -0.527 0.723 0.9464 0.3564 0.1530 0.253
H -0.738 -0.581 1.530 0.0615 -0.5571 -0.2865 0.016
H -0.076 0.407 0.299 -0.0523 0.0064 0.0862 0.079
H -0.196 -1.224 0.000 -0.8477 0.0419 0.1950 0.059
H 0.883 -0.794 1.048 -0.4109 0.5292 0.2857 0.081
B -1.587 -1.197 3.253 0.0203 -0.1860 0.2609 -0.439
H -0.544 -1.624 2.943 1.3679 -0.6190 -0.3005 -0.080
H -1.425 -0.175 3.793 0.0977 1.2509 0.5275 -0.067
H -2.250 -1.098 2.293 -0.8203 0.3159 -1.2674 -0.071
H -2.087 -1.984 3.950 -0.6132 -0.7737 0.8209 -0.070
C 4.094 -1.343 -0.461 -0.5560 -0.0160 -0.0595 -0.078
C 3.600 -1.969 0.842 -0.1898 -0.4440 -0.9502 -0.278
O 2.615 -1.073 1.388 1.0658 -0.0928 0.7248 -0.110
H 4.736 -1.966 -1.083 0.2819 -0.0820 0.4201 0.074
H 4.564 -0.394 -0.205 0.2381 -0.0422 -0.2206 0.075
H 3.246 -1.111 -1.111 -0.1317 0.0552 0.1922 0.065
H 4.448 -2.180 1.498 -0.1462 0.4555 0.3238 0.113
H 3.108 -2.937 0.713 0.0081 0.0777 -0.3256 0.106
H 2.901 -0.880 2.289 -0.4253 0.1050 -0.0472 0.107
C -3.389 1.259 -0.949 0.1028 -0.1002 0.1044 -0.082
C -3.942 2.587 -0.455 -0.4788 -0.6836 -0.5291 -0.285
O -2.852 3.430 -0.098 -0.0163 0.0856 0.0324 -0.089
H -2.656 1.419 -1.741 0.0578 0.0385 0.0287 0.072
H -4.160 0.607 -1.361 -0.1993 0.2321 0.0307 0.082
H -2.926 0.687 -0.144 0.1243 0.1388 0.0536 0.074
H -4.622 2.408 0.383 0.1811 0.1493 0.1613 0.117
H -4.533 3.044 -1.256 0.0916 0.1270 0.0321 0.112
H -3.179 4.305 0.129 0.0246 -0.0233 0.0512 0.102
C -0.250 -2.258 -2.345 0.1748 -0.3122 -0.7797 -0.229
C -0.647 -3.321 -1.336 0.0387 0.1018 1.0459 -0.202
O 0.076 -3.184 -0.093 0.2297 0.1750 -0.7765 -0.087
O -0.697 -0.954 -1.979 -0.2195 -0.4851 0.1596 -0.075
H -0.700 -2.571 -3.297 -0.1953 0.0745 0.0599 0.120
H 0.824 -2.222 -2.556 0.0999 -0.2647 0.4227 0.121
H -0.465 -4.336 -1.696 -0.0179 0.2124 -0.5437 0.122
H -1.714 -3.222 -1.102 -0.0214 0.0395 -0.2737 0.130
H -0.105 -3.951 0.456 -0.1314 0.1281 0.1367 0.102
H -0.401 -0.322 -2.641 0.0494 -0.0015 0.0311 0.101
C 1.973 2.654 -0.179 0.3471 0.2604 0.3068 -0.245
C 0.606 3.126 0.297 0.1347 -0.7198 0.9527 -0.228
O -0.385 2.205 -0.128 -0.3038 0.4868 -0.7624 -0.109
O 2.214 2.808 -1.577 -0.3480 0.1837 0.4726 -0.062
H 2.128 1.608 0.090 -0.2703 -0.1305 -0.2961 0.102
H 2.755 3.174 0.392 -0.1455 0.2261 -0.0322 0.119
H 0.391 4.172 0.050 -0.0224 -0.1541 -0.4385 0.124
H 0.599 3.085 1.399 0.3180 0.1860 -0.1034 0.126
H -1.248 2.662 -0.233 0.3958 -0.1993 0.2685 0.050
H 2.078 3.751 -1.731 0.1054 -0.1525 -0.3482 0.083

2.
12
Properties=species:S:1:pos:R:3:forces:R:3:lowdin_charge:R:1 method="wB97M-V/def2-TZVPD" smiles="O=C1COCC(=S)O1" total_energy_ev=-21188.72564 e_above_lowest_kj_mol=191.5 e_lumo_ev=-0.32 homo_lumo_gap_ev=8.9715
O 0.838 2.473 -0.731 1.0901 2.4933 0.0076 0.213
C 0.487 1.426 -0.376 -2.0898 -2.9241 -0.7395 -0.418
C -0.246 0.481 -1.301 0.6333 -2.8021 2.2358 -0.021
O -0.114 -0.931 -0.884 0.6516 0.4747 -0.3272 -0.108
C -0.308 -1.232 0.500 -2.3204 3.5311 -1.4783 -0.190
C 0.373 -0.234 1.377 0.5488 -2.1483 0.6924 -0.815
S 0.871 -0.615 2.857 -0.1934 -0.0072 0.4897 0.812
O 0.723 0.931 0.875 0.6989 2.1685 -0.0662 0.052
H 0.133 0.585 -2.262 1.4786 -0.1449 -1.6012 0.119
H -1.259 0.581 -1.505 -2.2061 1.1839 0.5893 0.119
H -0.106 -2.211 0.699 1.6336 -2.4923 0.3259 0.091
H -1.391 -1.254 0.752 0.0750 0.6674 -0.1283 0.145

3.
87
Properties=species:S:1:pos:R:3:forces:R:3:lowdin_charge:R:1 method="wB97M-V/def2-TZVPD" total_charge=-1 total_energy_ev=-60306.50045 e_lumo_ev=1.97 homo_lumo_gap_ev=8.7021
B -3.414 0.847 -0.105 0.7711 -1.4543 0.7564 -1.351
F -2.048 0.459 -0.412 -0.9840 -0.4389 0.0064 0.021
F -3.892 1.648 -1.048 -0.8306 1.6198 -2.8559 0.162
F -4.359 -0.198 0.097 0.5927 -0.7946 -0.3194 0.049
F -3.382 1.553 1.050 0.4690 1.1259 2.4322 0.119
C -0.586 2.010 6.456 3.4189 -3.1213 -0.3024 -0.809
O 0.114 1.361 7.224 0.0071 0.1903 1.1388 0.010
N -0.501 1.820 5.165 -0.1659 -0.4295 -4.3391 0.159
N -1.415 2.934 6.760 -3.2651 3.3801 3.1139 0.166
H 0.218 1.283 4.703 -0.2915 -0.0507 0.5700 0.120
H -1.266 2.143 4.590 0.3861 -0.1375 -0.2310 0.109
H -1.904 3.549 6.125 0.3038 -0.3045 0.2360 0.121
H -1.494 3.045 7.761 -0.4172 0.4330 -0.2460 0.122
C -9.116 -2.341 -3.061 -2.2750 -2.4582 -2.7127 -0.806
O -10.008 -2.855 -3.766 0.5871 -0.1569 0.5202 -0.019
N -7.977 -2.894 -2.792 3.5380 -3.0988 0.3241 0.168
N -9.253 -1.173 -2.568 -1.3525 4.1921 1.4744 0.167
H -7.226 -2.469 -2.265 -0.2972 -0.0666 -0.1134 0.120
H -7.865 -3.852 -3.091 0.1787 0.3116 0.0413 0.119
H -8.551 -0.776 -1.960 -0.6943 0.3524 -0.0304 0.125
H -10.209 -0.884 -2.720 0.3926 0.9695 0.5308 0.127
C 0.408 6.489 0.645 0.6420 0.0997 1.7832 -0.812
O 1.181 7.341 1.008 0.8948 1.6858 0.0468 0.033
N 0.498 5.777 -0.420 1.1411 -2.4663 -5.1329 0.167
N -0.579 6.054 1.410 -1.9769 0.4331 2.4031 0.151
H -0.104 4.986 -0.594 0.1375 0.2749 0.0290 0.118
H 1.278 5.878 -1.055 -0.1446 0.1060 0.3104 0.121
H -1.218 5.320 1.139 -0.0878 0.4889 0.2529 0.112
H -0.776 6.769 2.096 -0.6547 -0.7110 0.3003 0.112
C 2.981 -6.122 8.209 1.0621 0.5820 0.4101 -0.145
O 2.432 -6.451 6.978 -0.5964 0.7832 -1.5509 -0.156
C 2.431 -5.333 6.070 0.1732 0.0703 -1.6789 -0.209
C 1.956 -5.626 4.627 -1.1577 0.0940 -0.2921 -0.206
N 0.701 -6.384 4.537 0.5244 -1.2672 0.0818 -0.064
C -0.050 -6.310 3.285 -0.5623 0.3594 0.2995 -0.191
C -1.088 -5.188 3.441 1.1710 0.3749 -1.7477 -0.291
O -1.880 -5.528 4.501 -2.5921 -0.0944 1.6368 -0.213
C -3.069 -4.654 4.685 2.0005 -0.8681 -0.3080 -0.026
H 4.068 -6.049 8.180 0.4567 0.3154 -0.5066 0.077
H 2.885 -6.905 8.961 -0.9996 0.0052 -0.1547 0.086
H 2.624 -5.136 8.505 -0.2371 -0.1150 0.6308 0.088
H 3.410 -4.900 5.866 0.7601 -0.4423 0.5759 0.113
H 1.895 -4.409 6.291 -0.7671 -0.4062 1.5013 0.118
H 2.786 -5.946 3.997 -0.2206 -1.1167 0.0767 0.109
H 1.691 -4.690 4.136 0.5830 1.0114 0.3846 0.100
H 0.044 -6.021 5.212 0.2645 -0.1749 0.5900 0.091
H -0.680 -7.184 3.119 0.3152 -0.5222 0.2587 0.107
H 0.593 -6.243 2.407 0.0598 0.4258 0.0571 0.118
H -1.676 -5.052 2.534 -0.0850 -0.0065 -0.3021 0.124
H -0.541 -4.262 3.621 -0.0237 0.5274 0.1068 0.116
H -3.815 -4.816 3.908 0.2146 0.0557 -0.2565 0.083
H -2.631 -3.656 4.650 -0.7007 0.3190 0.1740 0.088
H -3.528 -4.905 5.641 0.3538 0.1115 0.0041 0.083
C 3.338 1.853 -7.237 0.1421 0.0684 0.0669 -0.129
O 3.570 1.403 -5.922 -0.3097 -0.8397 -0.1562 -0.194
C 2.979 0.124 -5.653 0.1634 0.3355 1.5666 -0.193
C 3.080 -0.099 -4.063 -0.6932 2.4345 -2.1057 -0.184
N 4.455 0.100 -3.605 -0.6818 -1.8483 0.5172 -0.061
C 4.545 0.433 -2.176 1.1200 1.9825 -0.4131 -0.180
C 5.951 1.086 -1.927 -0.9689 -1.1646 0.2406 -0.263
O 6.227 2.178 -2.739 0.3794 0.6226 -0.2818 -0.192
C 7.470 2.752 -2.285 -1.7431 -0.0237 -0.6173 -0.090
H 3.778 1.193 -7.985 0.1574 -0.2084 -0.0878 0.081
H 3.793 2.837 -7.345 0.0549 -0.0494 0.1271 0.085
H 2.279 1.951 -7.474 -0.3036 -0.0474 0.1190 0.080
H 3.398 -0.710 -6.216 0.8289 0.0492 -0.0984 0.106
H 1.946 0.126 -6.000 -0.4505 0.1757 0.3877 0.106
H 2.544 -1.000 -3.766 0.2197 -0.2489 0.0954 0.112
H 2.548 0.767 -3.670 -0.4770 -0.1378 0.0620 0.109
H 4.718 -0.875 -3.573 1.2302 -0.1930 -0.4779 0.099
H 4.345 -0.428 -1.539 0.2594 0.0512 0.3278 0.115
H 3.867 1.238 -1.892 -0.5174 -0.1566 -0.3003 0.115
H 6.711 0.329 -2.118 0.3289 -0.2926 0.3442 0.113
H 5.998 1.478 -0.911 0.0134 -0.6246 0.5677 0.111
H 7.328 3.097 -1.261 0.2433 0.0546 0.2271 0.080
H 7.593 3.620 -2.934 0.6044 -0.2133 0.0456 0.090
H 8.240 1.982 -2.325 0.3805 0.2877 -0.1511 0.084
C -2.217 4.903 -5.676 1.2579 0.8624 0.1774 -0.220
C -3.768 5.062 -5.760 1.4157 -1.3569 0.5048 -0.236
O -4.293 6.373 -5.622 0.3996 -0.6299 -0.5510 -0.049
O -1.566 5.504 -6.810 -0.8358 0.1805 -0.8460 -0.099
H -1.804 3.896 -5.617 -1.1179 -0.7078 -0.2585 0.109
H -1.727 5.302 -4.789 -0.7552 0.6655 0.4286 0.108
H -4.199 4.414 -4.997 0.0711 0.2051 0.3749 0.116
H -4.043 4.541 -6.677 -0.2454 0.4892 -0.4267 0.114
H -4.482 6.637 -6.526 0.0061 0.4492 0.0741 0.081
H -0.697 5.878 -6.645 -0.1966 -0.1666 0.5390 0.075